{
  "formula": "C50H46N2O38P3",
  "method": "ωB97M-V/def2-TZVPD",
  "lumo_ha": -0.1878,
  "energy_ev": -161238.206,
  "total_charge": 1,
  "elements": ["C", "C", "C", "O", "C", "C", "O", "C", "N", "C", "C", "O", "O", "O", "C", "C", "O", "C", "C", "C", "P", "O", "O", "C", "P", "O", "O", "O", "N", "P", "O", "O", "O", "H", "H", "H", "H", "H", "H", "H", "H", "H", "H", "H", "H", "H", "H", "H", "H", "H", "H", "H", "H", "H", "H", "C", "C", "C", "O", "C", "C", "C", "O", "O", "O", "H", "H", "H", "H", "C", "C", "C", "O", "C", "C", "C", "O", "O", "O", "H", "H", "H", "H", "C", "C", "C", "O", "C", "C", "C", "O", "O", "O", "H", "H", "H", "H", "C", "C", "C", "O", "C", "C", "C", "O", "O", "O", "H", "H", "H", "H", "C", "C", "C", "O", "C", "C", "C", "O", "O", "O", "H", "H", "H", "H", "C", "C", "C", "O", "C", "C", "C", "O", "O", "O", "H", "H", "H", "H"],
  "positions_angstrom": [[2.88788, -0.62496, 3.19871], [1.35399, -0.41074, 3.34868], [0.72966, -0.91458, 2.07152], [-0.73207, -0.66531, 1.95307], [-1.13575, 0.57769, 2.12138], [-1.82835, 0.87795, 3.29521], [-2.06650, -0.14869, 4.19580], [-1.32079, -0.10504, 5.26076], [-0.78434, -0.03496, 6.25744], [-2.29382, 2.14153, 3.53476], [-3.02416, 2.43769, 4.82313], [-2.70933, 3.30186, 5.55962], [-4.03638, 1.62798, 5.13501], [-4.57352, 1.04214, 3.92737], [-5.96337, 1.42223, 3.90560], [-6.44450, 1.03020, 2.52656], [-7.79097, 0.68858, 2.60053], [-8.42554, 0.67645, 1.32491], [-7.90317, -0.43305, 0.43198], [-2.03535, 3.14929, 2.59027], [-2.89821, 4.79441, 3.10327], [-1.73055, 5.79475, 3.56755], [-3.58004, 5.38656, 1.76274], [-1.32336, 2.85202, 1.44373], [-1.03108, 4.21850, 0.25404], [-2.14166, 4.30593, -0.68721], [0.36168, 3.96367, -0.40908], [-0.84555, 5.57166, 1.04706], [-0.91640, 1.53768, 1.19670], [-0.10867, 1.08453, -0.35499], [1.29894, 1.38562, -0.27861], [-0.32476, -0.45737, -0.63657], [-0.89803, 1.82949, -1.46755], [3.12687, -1.57703, 3.64774], [3.40586, 0.17480, 3.70733], [3.14720, -0.60188, 2.14695], [1.19003, 0.64793, 3.53315], [1.02667, -1.03607, 4.16759], [0.82601, -1.99078, 2.04586], [1.26370, -0.53905, 1.20970], [-6.51541, 0.91414, 4.68870], [-5.98877, 2.49578, 4.04686], [-6.25845, 1.86148, 1.84265], [-5.83257, 0.18122, 2.20362], [-8.24119, 1.64528, 0.85796], [-9.49043, 0.59753, 1.49537], [-7.76085, -1.32274, 1.03465], [-6.93824, -0.13963, 0.02654], [-8.56075, -0.62193, -0.40624], [-1.89288, 6.03505, 4.48779], [-3.93644, 4.67976, 1.20883], [0.45665, 4.54156, -1.18075], [-0.16597, 5.47406, 1.73609], [-1.26301, -0.69940, -0.68576], [-1.84814, 1.62329, -1.48639], [4.60675, -3.17398, -0.27784], [5.79262, -3.30463, -0.89791], [6.90815, -4.12676, -0.29232], [7.95143, -4.22174, -0.90470], [6.67693, -4.75884, 0.99534], [5.49286, -4.61998, 1.60456], [4.37608, -3.82227, 0.99298], [3.32255, -3.75724, 1.60811], [5.21626, -5.16918, 2.77995], [6.03979, -2.72786, -2.05885], [3.79949, -2.59184, -0.69949], [7.48596, -5.33149, 1.42599], [4.29636, -4.92073, 2.98801], [6.95402, -2.96140, -2.32510], [-0.68542, -0.40061, -4.80095], [0.09396, -0.63678, -5.86819], [-0.12827, 0.06455, -7.18380], [0.63311, -0.19277, -8.09270], [-1.23584, 0.99955, -7.28691], [-2.01290, 1.22943, -6.22063], [-1.77315, 0.54680, -4.90260], [-2.51740, 0.82749, -3.97380], [-3.04083, 2.06871, -6.24508], [1.10206, -1.48737, -5.84872], [-0.53192, -0.89691, -3.85308], [-1.39755, 1.48618, -8.23810], [-3.43214, 2.05366, -5.35256], [1.49798, -1.46616, -6.74290], [9.62251, -3.23059, -5.68240], [10.80490, -3.36201, -6.30001], [11.91915, -4.17544, -5.70716], [12.95813, -4.26610, -6.33084], [11.69894, -4.80491, -4.41772], [10.52086, -4.67593, -3.79496], [9.39491, -3.88147, -4.40763], [8.33529, -3.81422, -3.80670], [10.28327, -5.23943, -2.61461], [11.08047, -2.79673, -7.46424], [8.81261, -2.65110, -6.10206], [12.51590, -5.37300, -3.99559], [9.36925, -5.01280, -2.35651], [11.99643, -3.05794, -7.68250], [-7.04199, 5.21615, 2.30603], [-6.88148, 6.53843, 2.46722], [-7.94724, 7.52336, 2.06377], [-7.72738, 8.70081, 2.26331], [-9.16537, 7.00889, 1.46128], [-9.32069, 5.68716, 1.29673], [-8.26435, 4.70432, 1.72362], [-8.48577, 3.51611, 1.55728], [-10.40441, 5.15043, 0.75366], [-5.78891, 7.06327, 2.99112], [-6.28696, 4.50248, 2.60436], [-9.91877, 7.72289, 1.16056], [-10.26621, 4.18483, 0.75628], [-5.92707, 8.03164, 3.00878], [-8.42952, 4.60334, 7.90083], [-7.43174, 4.22568, 7.09217], [-7.30935, 4.74656, 5.68754], [-6.36107, 4.35977, 5.02177], [-8.31292, 5.66424, 5.19674], [-9.31651, 6.04434, 6.00283], [-9.43032, 5.54205, 7.41930], [-10.35842, 5.94783, 8.08750], [-10.26870, 6.87669, 5.62362], [-6.48193, 3.37330, 7.46287], [-8.52721, 4.23733, 8.91289], [-8.21965, 6.01854, 4.17941], [-10.86260, 6.98504, 6.39277], [-5.88028, 3.28129, 6.70037], [11.66838, -8.41827, -5.61067], [11.76234, -9.73625, -5.38198], [10.68899, -10.69759, -5.81975], [10.85957, -11.87828, -5.58886], [9.51401, -10.16272, -6.48660], [9.42127, -8.84586, -6.71119], [10.50519, -7.89036, -6.29419], [10.34666, -6.70948, -6.55068], [8.37973, -8.28446, -7.31241], [12.79247, -10.29031, -4.76334], [12.43425, -7.72016, -5.30423], [8.74242, -10.85850, -6.78375], [8.57238, -7.32828, -7.35032], [12.60975, -11.24959, -4.73401]],
  "forces_ev_per_angstrom": [[-0.99, 0.19, 0.16], [0.73, -0.29, -0.41], [0.46, -0.32, 0.24], [0.14, 0.42, 0.00], [0.24, -0.75, 0.46], [-0.12, 0.31, 0.12], [0.26, -0.17, -0.62], [-1.25, 0.02, -1.14], [1.19, 0.02, 1.65], [-0.16, -0.30, -0.41], [-0.25, -0.12, -0.29], [0.88, 0.60, 0.90], [-0.63, -0.43, -0.19], [0.17, -0.22, 0.24], [0.14, 0.40, -0.10], [0.35, -0.29, 0.14], [-0.28, 0.10, 0.11], [0.32, 0.22, -0.51], [0.27, 0.27, 0.37], [0.71, 0.94, -0.51], [-2.49, -0.69, 1.34], [0.64, 0.14, -0.82], [1.10, 0.04, -0.23], [0.29, -0.42, 0.46], [-0.68, 1.12, -1.29], [-0.58, -0.26, 0.14], [0.54, -0.16, 0.42], [0.22, -0.89, 0.72], [-0.49, 0.28, -0.23], [1.77, -0.77, -1.23], [0.27, 0.14, 0.44], [-0.99, 0.51, 0.51], [-0.88, 0.00, 0.55], [0.43, -0.22, -0.12], [0.28, 0.04, 0.15], [0.36, -0.10, -0.12], [-0.38, 0.11, 0.07], [-0.36, 0.32, 0.42], [-0.27, -0.27, -0.12], [-0.25, 0.34, -0.25], [-0.04, -0.19, 0.09], [-0.27, 0.08, 0.13], [-0.16, 0.09, -0.25], [0.04, -0.15, -0.20], [-0.14, -0.26, -0.07], [-0.19, -0.15, 0.25], [-0.11, -0.38, -0.10], [0.20, -0.10, -0.13], [-0.21, -0.12, -0.09], [-0.02, 0.04, 0.09], [-0.04, 0.17, -0.33], [0.20, -0.12, -0.17], [-0.02, 0.55, 0.00], [0.13, -0.44, -0.15], [-0.04, 0.30, -0.62], [-0.13, -0.02, 0.16], [-0.29, 0.19, -0.08], [-0.01, -0.19, 0.34], [0.03, 0.10, -0.17], [0.10, 0.01, -0.09], [0.25, -0.16, 0.08], [-0.08, 0.23, -0.36], [-0.04, -0.02, 0.22], [-0.14, 0.08, -0.02], [0.40, -0.18, 0.15], [0.02, 0.00, -0.06], [-0.01, -0.01, 0.01], [-0.04, -0.02, 0.00], [-0.02, -0.10, -0.21], [-0.16, 0.11, 0.16], [0.03, -0.14, 0.28], [-0.29, 0.30, -0.20], [0.15, -0.16, 0.08], [0.11, -0.04, -0.09], [-0.02, 0.09, -0.28], [0.32, -0.31, 0.10], [-0.14, 0.16, 0.16], [0.01, -0.05, 0.17], [0.00, 0.07, -0.16], [0.05, -0.03, -0.02], [-0.02, 0.02, 0.01], [-0.03, 0.02, 0.01], [0.03, -0.01, -0.03], [-0.10, 0.01, 0.12], [-0.28, 0.13, -0.11], [0.11, -0.37, 0.43], [-0.03, 0.17, -0.23], [0.13, 0.08, -0.07], [0.27, -0.14, 0.06], [0.01, 0.17, -0.32], [-0.03, -0.06, 0.22], [-0.35, 0.13, -0.16], [0.14, -0.06, 0.01], [0.01, 0.00, -0.02], [-0.02, 0.00, 0.05], [0.00, 0.08, 0.13], [0.03, -0.02, -0.02], [0.14, -0.17, -0.54], [0.37, -0.39, -0.32], [-0.39, 0.02, -0.23], [0.21, 0.02, 0.10], [0.06, 0.13, 0.06], [-0.17, 0.21, -0.03], [0.35, 0.16, 0.11], [-0.18, 0.45, 0.04], [0.11, -0.14, 0.04], [-0.08, 0.30, 0.14], [-0.06, 0.11, 0.07], [-0.03, -0.02, 0.01], [-0.03, -0.02, 0.01], [-0.04, 0.01, -0.02], [-0.13, 0.06, 0.06], [-0.04, -0.07, 0.30], [-0.28, 0.28, -0.17], [0.23, -0.11, 0.26], [0.04, 0.03, -0.02], [0.05, 0.06, -0.24], [0.20, -0.28, 0.29], [-0.14, 0.14, -0.13], [-0.02, -0.05, 0.15], [0.01, 0.04, -0.18], [0.02, -0.01, 0.00], [-0.21, -0.07, 0.46], [-0.03, 0.02, 0.03], [0.06, 0.01, 0.01], [-0.04, 0.17, -0.04], [0.17, 0.25, 0.06], [-0.38, 0.02, -0.20], [0.18, -0.03, 0.12], [0.03, -0.15, 0.04], [-0.18, -0.24, -0.05], [0.40, -0.04, 0.22], [-0.24, 0.08, -0.14], [0.08, 0.13, 0.03], [-0.09, -0.14, -0.03], [0.03, -0.02, -0.01], [-0.01, 0.01, -0.02], [0.02, 0.04, -0.02], [0.01, -0.04, 0.00]],
  "mulliken_charge": [-1.38, 0.09, -0.10, -0.39, 0.15, 0.41, -0.48, 0.41, -0.47, 0.10, -0.36, -0.55, -0.22, -0.11, 0.75, -0.55, -0.41, 0.00, -1.26, 0.47, 0.93, -0.65, -0.54, 0.16, 1.17, -0.70, -0.45, -0.54, 0.50, 0.54, -0.69, -0.47, -0.32, 0.33, 0.39, 0.35, 0.25, 0.22, 0.32, 0.10, 0.41, -0.78, 0.40, 0.35, 0.15, 0.41, 0.32, 0.23, 0.44, 0.44, 0.32, 0.39, 0.38, 0.33, 0.31, -0.98, 0.35, 0.91, -0.53, -1.10, 0.37, 1.10, -0.65, -0.57, -0.54, 0.56, 0.46, 0.35, 0.29, -1.19, 0.36, 0.94, -0.60, -0.94, 0.40, 1.21, -0.68, -0.56, -0.56, 0.50, 0.43, 0.35, 0.37, -1.19, 0.43, 1.11, -0.66, -0.81, 0.39, 0.90, -0.62, -0.58, -0.59, 0.46, 0.50, 0.28, 0.36, 0.01, -0.17, 1.13, -0.64, -1.03, 0.15, 1.22, -0.55, -0.62, -0.47, 0.00, 0.47, 0.35, 0.37, -0.96, 0.07, 0.88, -0.31, -1.05, 0.32, 0.90, -0.60, -0.58, -0.62, 0.48, 0.39, 0.37, 0.36, -0.97, 0.43, 0.94, -0.61, -0.92, 0.31, 1.01, -0.57, -0.59, -0.57, 0.43, 0.43, 0.35, 0.36]
}